{"formula": "C47H41N6O3S2SbTeW", "method": "ωB97M-V/def2-TZVPD", "elements": ["W", "C", "C", "C", "C", "C", "C", "C", "C", "C", "C", "H", "H", "H", "H", "H", "H", "H", "H", "H", "H", "H", "H", "H", "H", "H", "N", "C", "C", "C", "N", "C", "N", "Te", "C", "C", "C", "C", "C", "C", "H", "H", "H", "H", "H", "O", "S", "O", "O", "C", "N", "C", "C", "C", "N", "C", "C", "C", "N", "C", "C", "H", "H", "H", "H", "H", "H", "S", "Sb", "C", "C", "C", "C", "C", "C", "C", "C", "C", "C", "C", "C", "C", "C", "C", "C", "C", "C", "H", "H", "H", "H", "H", "H", "H", "H", "H", "H", "H", "H", "H", "H", "H"], "coordinates": [[-0.6339, 0.3981, -1.0630], [-1.5767, 1.7492, -2.7791], [-2.6130, 0.9945, -2.1717], [-2.3386, -0.3872, -2.4174], [-1.1582, -0.4626, -3.2531], [-0.7198, 0.8489, -3.4876], [0.3324, 1.2571, -4.4609], [-0.6481, -1.6757, -3.9621], [-3.3135, -1.4925, -2.1628], [-3.8681, 1.5498, -1.5860], [-1.5384, 3.2414, -2.8798], [0.8310, 2.1834, -4.1789], [-0.1506, 1.4310, -5.4265], [1.0820, 0.4802, -4.6043], [-0.9953, -2.5894, -3.4878], [0.4415, -1.7042, -3.9817], [-1.0068, -1.6695, -4.9953], [-2.8294, -2.4650, -2.1032], [-4.0433, -1.5320, -2.9757], [-3.8519, -1.3309, -1.2289], [-4.2933, 0.8817, -0.8406], [-4.6024, 1.6820, -2.3846], [-3.7038, 2.5190, -1.1169], [-0.5344, 3.6262, -3.0390], [-1.9559, 3.7229, -1.9954], [-2.1417, 3.5549, -3.7352], [0.6563, 0.4338, 0.5740], [1.3538, 0.4367, 1.5085], [2.1819, 0.4388, 2.5922], [3.5839, 0.2933, 2.4115], [4.7148, 0.1413, 2.2520], [1.5651, 0.5181, 3.8698], [0.9967, 0.5693, 4.8713], [-0.4000, -2.2622, -0.5778], [1.6583, -2.7695, -0.6825], [2.7091, -1.9108, -0.3797], [4.0200, -2.3703, -0.3952], [4.2932, -3.6929, -0.7134], [3.2483, -4.5555, -1.0143], [1.9375, -4.0982, -0.9974], [2.5162, -0.8854, -0.1063], [4.8250, -1.6948, -0.1331], [5.3145, -4.0511, -0.7186], [3.4508, -5.5897, -1.2625], [1.1298, -4.7820, -1.2356], [2.7742, 8.2557, -1.8430], [3.6698, 8.2580, -2.9839], [3.0139, 8.0970, -4.2718], [4.7307, 9.2340, -2.9401], [4.5027, 6.6375, -2.8522], [5.7912, 6.5007, -3.1762], [6.2939, 5.2757, -3.1173], [5.5435, 4.1616, -2.7591], [4.2192, 4.4159, -2.4468], [3.7087, 5.6356, -2.4812], [3.2267, 3.3806, -2.0772], [3.3326, 2.0426, -2.4329], [2.2820, 1.1869, -2.1724], [1.1613, 1.5918, -1.5674], [1.0919, 2.8668, -1.1477], [2.0794, 3.7854, -1.3930], [7.3451, 5.1733, -3.3678], [5.9873, 3.1761, -2.7122], [4.2003, 1.6656, -2.9570], [2.3104, 0.1499, -2.4765], [0.1978, 3.1504, -0.6033], [1.9762, 4.8236, -1.1034], [-2.1269, 0.4180, 0.7361], [-1.8478, -1.4392, 2.2920], [-3.0013, -0.5617, 3.8349], [-2.8180, 0.7761, 4.1710], [-3.5575, 1.3392, 5.2016], [-4.4800, 0.5693, 5.8963], [-4.6662, -0.7659, 5.5636], [-3.9280, -1.3329, 4.5340], [-3.1628, -2.9687, 1.6662], [-4.4656, -2.6284, 1.3171], [-5.3479, -3.6150, 0.8981], [-4.9299, -4.9377, 0.8359], [-3.6308, -5.2771, 1.1917], [-2.7438, -4.2922, 1.6035], [-0.2904, -2.3497, 3.4145], [0.8521, -2.8912, 2.8398], [1.8138, -3.4823, 3.6477], [1.6316, -3.5297, 5.0229], [0.4921, -2.9807, 5.5936], [-0.4688, -2.3783, 4.7946], [-2.0911, 1.3818, 3.6449], [-3.4059, 2.3777, 5.4654], [-5.0549, 1.0100, 6.7010], [-5.3844, -1.3678, 6.1062], [-4.0805, -2.3761, 4.2798], [-4.7980, -1.5974, 1.3770], [-6.3621, -3.3513, 0.6264], [-5.6192, -5.7069, 0.5120], [-3.3070, -6.3092, 1.1485], [-1.7273, -4.5588, 1.8727], [1.0177, -2.8395, 1.7745], [2.7110, -3.8890, 3.1986], [2.3867, -3.9821, 5.6530], [0.3574, -2.9975, 6.6672], [-1.3303, -1.9112, 5.2547]], "atomic_forces_ev_per_a": [[-0.1, 0.8, -0.3], [0.1, -0.1, 0.0], [0.1, -0.1, 0.1], [0.0, -0.1, 0.0], [0.0, -0.1, 0.0], [-0.1, 0.0, 0.0], [0.0, 0.0, 0.0], [0.0, 0.0, 0.0], [0.0, 0.0, 0.0], [0.0, 0.0, 0.0], [0.0, 0.0, 0.1], [0.0, 0.0, 0.0], [0.0, 0.0, 0.0], [0.0, 0.0, 0.0], [0.0, 0.0, 0.0], [0.0, 0.0, 0.0], [0.0, 0.0, 0.0], [0.0, 0.0, 0.0], [0.0, 0.0, 0.0], [0.0, 0.0, 0.0], [0.0, 0.0, 0.0], [0.0, 0.0, 0.0], [0.0, 0.0, 0.0], [0.0, 0.0, 0.0], [0.0, 0.0, 0.0], [0.0, 0.0, 0.0], [-0.2, 0.0, -0.1], [0.3, 0.1, 0.2], [-0.2, 0.0, 0.0], [0.0, 0.0, 0.0], [0.0, 0.0, -0.1], [0.0, -0.1, 0.1], [0.0, 0.0, 0.0], [0.1, -0.1, -0.1], [0.0, 0.0, 0.0], [0.0, 0.0, 0.0], [0.0, 0.0, 0.0], [0.0, 0.0, 0.0], [0.0, 0.0, 0.0], [0.0, 0.0, -0.1], [0.1, 0.0, -0.1], [0.0, 0.0, 0.0], [0.0, 0.0, 0.0], [0.0, 0.0, 0.0], [0.0, 0.0, 0.0], [0.0, 0.0, 0.0], [0.0, 0.0, 0.0], [0.0, 0.0, 0.0], [0.0, 0.0, 0.0], [0.0, 0.0, 0.0], [-0.1, 0.0, 0.0], [0.0, 0.0, 0.0], [0.1, 0.0, 0.0], [0.1, 0.0, 0.0], [0.0, 0.1, 0.0], [0.0, 0.0, 0.0], [0.0, 0.0, 0.0], [0.0, -0.1, 0.0], [0.2, -0.2, 0.0], [0.0, 0.1, 0.0], [0.0, 0.1, 0.0], [0.0, 0.0, 0.0], [0.0, 0.0, 0.0], [0.0, 0.0, 0.0], [0.0, -0.1, 0.0], [0.0, 0.0, 0.0], [0.0, 0.0, 0.0], [-0.1, -0.2, 0.4], [-0.2, -0.1, -0.1], [0.0, 0.0, 0.0], [0.0, 0.0, 0.0], [0.0, 0.0, 0.0], [0.0, 0.0, 0.0], [0.0, 0.0, 0.0], [0.0, 0.0, 0.0], [0.0, 0.0, 0.1], [0.0, 0.0, 0.0], [0.0, 0.0, 0.0], [0.0, 0.0, 0.0], [0.0, 0.0, 0.0], [0.0, 0.0, 0.0], [0.1, 0.1, -0.1], [0.0, 0.0, 0.0], [0.0, 0.0, 0.0], [0.0, 0.0, 0.0], [0.0, 0.0, 0.0], [0.0, 0.0, 0.0], [0.0, 0.0, 0.0], [0.0, 0.0, 0.0], [0.0, 0.0, 0.0], [0.0, 0.0, 0.0], [0.0, 0.0, 0.0], [0.0, 0.0, 0.0], [0.0, 0.0, 0.0], [0.0, 0.0, 0.0], [0.0, 0.0, 0.0], [0.0, 0.0, 0.0], [0.0, 0.0, 0.0], [0.0, 0.0, 0.0], [0.0, 0.0, 0.0], [0.0, 0.0, 0.0], [0.0, 0.0, 0.0]], "lowdin_charge": [1.00, -0.29, -0.37, -0.41, -0.35, -0.28, 0.00, -0.05, -0.06, -0.06, 0.00, 0.08, 0.11, 0.08, 0.04, 0.08, 0.10, 0.03, 0.10, 0.06, 0.05, 0.10, 0.08, 0.08, 0.09, 0.11, -0.11, -0.17, -0.24, -0.21, 0.16, -0.21, 0.18, 1.19, -0.57, -0.15, -0.07, -0.08, -0.08, -0.16, 0.05, 0.10, 0.11, 0.11, 0.09, -0.37, 0.39, -0.36, -0.35, -0.32, 0.14, -0.11, 0.00, -0.24, 0.16, -0.10, 0.03, -0.13, -0.11, -0.12, 0.05, 0.11, 0.10, 0.12, 0.12, 0.12, 0.14, 0.25, 1.31, -0.38, -0.13, -0.07, -0.07, -0.08, -0.13, -0.40, -0.14, -0.07, -0.07, -0.07, -0.14, -0.35, -0.14, -0.06, -0.06, -0.07, -0.12, 0.08, 0.11, 0.11, 0.11, 0.10, 0.10, 0.11, 0.11, 0.11, 0.10, 0.03, 0.11, 0.11, 0.11, 0.09], "gap_ha": [0.18506, 0.18496], "charge": 0, "de_lowest_kj_mol": 0.00, "lumo_energy_ev": [-2.18, -2.18]}

***

{"formula": "C47H42MoN2O5S2", "method": "ωB97M-V/def2-TZVPD", "elements": ["Mo", "C", "C", "N", "N", "C", "S", "S", "C", "C", "C", "C", "C", "C", "C", "C", "C", "C", "C", "C", "C", "O", "H", "H", "H", "H", "H", "H", "H", "H", "H", "H", "H", "H", "H", "H", "C", "C", "C", "O", "C", "C", "O", "C", "O", "C", "C", "C", "C", "C", "C", "C", "C", "C", "C", "C", "C", "C", "O", "C", "C", "C", "C", "C", "C", "C", "C", "C", "C", "C", "C", "H", "H", "H", "H", "H", "H", "H", "H", "H", "H", "H", "H", "H", "H", "H", "H", "H", "H", "H", "H", "H", "H", "H", "H", "H", "H", "H", "H"], "coordinates": [[-0.4433, -0.1297, 0.1247], [0.3245, 1.5056, 4.0250], [-0.1783, 1.4068, 2.6272], [0.3443, 0.4723, 1.8311], [1.4949, -0.2099, 2.1587], [2.1726, -0.5988, 1.1120], [1.8081, -0.2135, -0.5986], [3.6479, -1.4915, 1.2500], [4.2351, -1.0415, 2.9256], [4.7109, 0.3768, 3.0147], [4.0254, 1.2980, 3.7965], [4.4616, 2.6135, 3.8814], [5.5869, 3.0150, 3.1785], [6.2848, 2.0952, 2.4051], [5.8511, 0.7827, 2.3262], [-1.1629, 2.3104, 2.1114], [-1.9001, 3.1446, 2.9837], [-2.7198, 4.1230, 2.4858], [-2.7944, 4.3384, 1.1027], [-2.0691, 3.5722, 0.2140], [-1.2860, 2.5418, 0.7113], [-0.5964, 1.7538, -0.1188], [0.9533, 0.6608, 4.2790], [0.8873, 2.4337, 4.1446], [-0.5242, 1.5483, 4.7078], [3.4634, -1.2796, 3.6539], [5.0527, -1.7536, 3.0543], [3.1735, 0.9678, 4.3783], [3.9378, 3.3197, 4.5124], [5.9341, 4.0369, 3.2481], [7.1754, 2.4002, 1.8729], [6.4047, 0.0690, 1.7270], [-1.8341, 3.0005, 4.0520], [-3.3000, 4.7368, 3.1596], [-3.4355, 5.1221, 0.7213], [-2.1089, 3.7391, -0.8529], [-4.8185, -4.6856, -1.7150], [-4.3725, -4.2289, -0.3479], [-5.0413, -4.9407, 0.8018], [-2.9500, -4.3943, -0.2149], [-2.3176, -3.1476, -0.2514], [-3.4211, -2.1726, 0.1786], [-4.5942, -2.8130, -0.2468], [-3.4243, -0.7657, -0.4575], [-2.2668, -0.0606, 0.1374], [-4.6085, 0.0821, -0.0397], [-5.4066, -0.2515, 1.0523], [-6.4367, 0.5889, 1.4485], [-6.6753, 1.7717, 0.7656], [-5.8796, 2.1154, -0.3189], [-4.8530, 1.2760, -0.7171], [-3.1955, -0.7919, -1.9514], [-4.2499, -1.0954, -2.8074], [-4.0455, -1.1548, -4.1786], [-2.7932, -0.9071, -4.7230], [-1.7247, -0.6067, -3.8890], [-1.9559, -0.5585, -2.5255], [-1.0777, -3.2325, 0.6688], [-0.5052, -1.8626, 0.5454], [-1.4125, -3.4875, 2.1174], [-1.5807, -2.4679, 3.0476], [-1.9390, -2.7606, 4.3564], [-2.1402, -4.0774, 4.7422], [-1.9757, -5.0982, 3.8163], [-1.6078, -4.8083, 2.5119], [0.0245, -4.1127, 0.1261], [-0.0678, -4.7606, -1.1015], [0.9968, -5.5234, -1.5636], [2.1585, -5.6299, -0.8159], [2.2565, -4.9784, 0.4081], [1.1932, -4.2296, 0.8779], [-4.6400, -5.7541, -1.8272], [-4.2670, -4.1491, -2.4877], [-5.8835, -4.4968, -1.8455], [-4.8063, -6.0041, 0.7728], [-6.1218, -4.8216, 0.7363], [-4.6911, -4.5299, 1.7492], [-1.9630, -2.9053, -1.2620], [-3.4004, -2.0417, 1.2667], [-5.2652, -1.1804, 1.5865], [-7.0628, 0.3088, 2.2846], [-7.4884, 2.4178, 1.0684], [-6.0716, 3.0292, -0.8654], [-4.2466, 1.5467, -1.5729], [-5.2329, -1.2776, -2.3940], [-4.8769, -1.3891, -4.8293], [-2.6465, -0.9447, -5.7936], [-0.7407, -0.4155, -4.2926], [-1.0621, -0.3443, -1.9052], [-1.4418, -1.4307, 2.7652], [-2.0636, -1.9614, 5.0749], [-2.4193, -4.3082, 5.7610], [-2.1269, -6.1274, 4.1120], [-1.4721, -5.6086, 1.7969], [-0.9718, -4.7145, -1.6921], [0.9114, -6.0403, -2.5096], [2.9836, -6.2266, -1.1800], [3.1581, -5.0646, 0.9993], [1.2633, -3.7386, 1.8425]], "atomic_forces_ev_per_a": [[0.3, -0.6, 0.8], [-0.1, 0.0, 0.0], [0.0, 0.1, 0.1], [-0.1, 0.0, -0.3], [-0.2, 0.0, -0.2], [0.2, 0.0, -0.1], [-0.3, 0.0, 0.0], [-0.1, 0.1, 0.0], [0.0, -0.2, 0.0], [0.0, 0.0, 0.0], [0.0, 0.0, 0.1], [0.0, 0.0, 0.0], [0.0, 0.0, 0.0], [0.0, 0.0, 0.0], [0.0, 0.0, 0.0], [0.0, -0.1, 0.2], [-0.1, 0.1, 0.0], [0.1, -0.1, 0.1], [0.0, 0.0, -0.1], [0.0, 0.1, 0.1], [0.2, -0.3, -0.1], [-0.3, 0.2, 0.0], [0.0, 0.0, 0.0], [0.0, 0.0, 0.0], [0.0, 0.0, 0.0], [0.0, 0.0, 0.0], [0.0, 0.0, 0.1], [0.0, 0.0, 0.0], [0.0, 0.0, 0.0], [0.0, 0.0, 0.0], [0.0, 0.0, 0.0], [0.0, 0.0, 0.0], [0.0, 0.0, 0.0], [0.0, 0.0, 0.0], [0.0, 0.0, 0.0], [0.0, 0.0, 0.0], [0.0, 0.0, 0.0], [0.1, 0.1, 0.0], [0.0, 0.0, 0.0], [-0.1, 0.0, 0.0], [0.0, 0.0, 0.0], [-0.1, 0.0, 0.1], [0.0, -0.1, -0.1], [0.3, 0.1, 0.2], [0.0, 0.0, -0.4], [-0.1, 0.0, 0.1], [0.0, 0.0, 0.0], [0.0, 0.0, 0.0], [0.0, 0.0, 0.0], [0.0, 0.0, 0.0], [0.0, 0.0, 0.0], [0.0, 0.0, -0.1], [0.0, 0.0, 0.0], [0.0, 0.0, 0.0], [0.1, 0.0, 0.0], [-0.1, -0.1, 0.0], [0.2, -0.1, 0.2], [0.1, 0.4, -0.1], [0.0, 0.3, 0.0], [0.0, -0.1, 0.1], [0.0, 0.1, 0.0], [0.0, -0.1, 0.0], [0.0, 0.0, 0.0], [0.0, 0.0, 0.0], [0.0, 0.0, 0.0], [0.1, -0.1, 0.0], [0.0, 0.0, 0.0], [0.0, 0.0, 0.0], [0.0, 0.0, 0.0], [0.0, 0.0, 0.0], [0.0, 0.0, 0.0], [0.0, 0.0, 0.0], [0.0, 0.0, 0.0], [0.0, 0.0, 0.0], [0.0, 0.0, 0.0], [0.0, 0.0, 0.0], [0.0, 0.0, 0.0], [0.0, 0.0, 0.0], [0.0, 0.0, 0.0], [0.0, 0.0, 0.0], [0.0, 0.0, 0.0], [0.0, 0.0, 0.0], [0.0, 0.0, 0.0], [0.0, 0.0, 0.0], [0.0, 0.0, 0.0], [0.0, 0.0, 0.0], [0.0, 0.0, 0.0], [0.0, 0.0, 0.0], [0.0, 0.1, -0.3], [0.0, 0.0, 0.0], [0.0, 0.0, 0.0], [0.0, 0.0, 0.0], [0.0, 0.0, 0.0], [0.0, 0.0, 0.0], [0.0, 0.0, 0.0], [0.0, 0.0, 0.0], [0.0, 0.0, 0.0], [0.0, 0.0, 0.0], [0.0, 0.0, 0.0]], "lowdin_charge": [1.76, 0.02, -0.16, -0.16, 0.02, -1.01, 0.69, 0.97, -0.37, -0.31, -0.06, -0.07, -0.07, -0.06, -0.04, -0.09, 0.01, -0.02, 0.00, 0.03, -0.28, -0.25, 0.07, 0.12, 0.10, 0.09, 0.09, 0.09, 0.11, 0.11, 0.11, 0.12, 0.12, 0.12, 0.13, 0.14, 0.04, -0.53, 0.04, 0.01, -0.19, -0.18, 0.01, -0.27, -0.25, -0.15, 0.00, -0.05, -0.06, -0.06, -0.03, -0.16, 0.00, -0.03, -0.04, -0.04, -0.05, -0.26, -0.30, -0.16, -0.04, -0.06, -0.06, -0.04, 0.00, -0.16, 0.00, -0.04, -0.05, -0.06, -0.04, 0.10, 0.09, 0.10, 0.10, 0.10, 0.09, 0.15, 0.15, 0.12, 0.12, 0.11, 0.11, 0.13, 0.14, 0.12, 0.12, 0.12, 0.05, 0.09, 0.11, 0.12, 0.12, 0.13, 0.12, 0.12, 0.12, 0.11, 0.12], "gap_ha": 0.17908, "charge": 2, "lumo_energy_ev": -8.54}